1.
Below is a molecular structure, C27H32BrClN2O4Tl in a non-equilibrium geometry, with properties calculated with ωB97M-V with the def2-TZVPD basis set.

Computed properties:
E_HOMO (spin up / spin down) (Eh): -0.05447 / -0.02848
Total charge: -1
LUMO energy (spin up / spin down) (eV): 2.4 / 2.4
F_max (Eh/bohr): 0.2196
Energy relative to the best compared isomer or geometry (same formula, charge and spin) (eV): 9.480

CARTESIAN COORDINATES (ANGSTROEM)
Tl -0.13 -0.34 -0.66
Cl -1.74 -0.09 1.08
N -0.05 1.70 -0.74
N -0.17 -2.38 -0.47
C -0.95 2.48 -1.21
C -0.93 -3.21 -1.09
C 0.97 2.52 -0.03
C 0.21 3.85 0.12
C 2.19 2.67 -0.93
C 1.33 1.90 1.30
H 1.89 2.71 -1.98
H 2.85 1.82 -0.80
H 2.72 3.59 -0.68
H 0.51 1.99 2.01
H 2.22 2.37 1.71
H 1.54 0.84 1.17
C 0.68 -3.14 0.49
C 0.48 -4.57 -0.02
C 0.11 -2.96 1.89
C 2.12 -2.70 0.43
H 2.50 -2.70 -0.59
H 2.74 -3.36 1.04
H 2.23 -1.69 0.81
H -0.94 -3.26 1.93
H 0.16 -1.92 2.20
H 0.67 -3.58 2.59
O -0.72 -4.51 -0.84
H 0.32 -5.30 0.77
H 1.30 -4.90 -0.67
O -0.84 3.79 -0.89
H 0.82 4.73 -0.08
H -0.28 3.94 1.09
C -2.12 2.08 -2.04
C -2.04 -2.88 -2.03
C -1.79 -1.62 -2.80
H -2.94 -2.77 -1.42
H -2.20 -3.74 -2.68
C -2.15 -0.40 -2.21
C -1.84 0.82 -2.81
H -2.78 -0.41 -1.33
C -1.16 0.84 -4.02
C -0.84 -0.39 -4.61
C -0.71 2.11 -4.66
C -1.11 -1.61 -4.01
H -0.29 -0.38 -5.54
C -0.59 -2.87 -4.63
H -0.17 -2.69 -5.61
H -1.37 -3.64 -4.74
H 0.20 -3.30 -4.01
H -1.51 2.85 -4.73
H -0.33 1.94 -5.66
H 0.09 2.57 -4.08
H -2.38 2.92 -2.68
H -2.96 1.93 -1.36
Br -1.57 3.04 3.44
C -0.17 2.20 4.46
C 0.43 2.94 5.49
C 1.38 2.35 6.32
C 1.73 1.02 6.14
C 1.15 0.27 5.12
C 0.21 0.86 4.26
C -0.43 -0.03 3.26
O -1.13 -1.01 3.79
O -0.24 0.00 1.85
H 0.14 3.97 5.66
H 1.83 2.93 7.13
H 2.45 0.55 6.81
H 1.42 -0.77 5.01

=====

2.
Below is a molecular structure, C27H32Cl2N7O2S2SiTeZr in a non-equilibrium geometry, with properties calculated with ωB97M-V with the def2-TZVPD basis set.

Computed properties:
E_HOMO (Eh): -0.35211
Total charge: +1
LUMO energy (eV): -3.3
F_max (Eh/bohr): 0.0222
Energy relative to the best compared isomer or geometry (same formula, charge and spin) (eV): 0.122

CARTESIAN COORDINATES (ANGSTROEM)
Zr 0.35 -0.02 -0.07
C 1.65 3.38 1.31
C 0.28 2.90 1.68
C -0.60 3.69 2.38
C -1.89 3.21 2.65
C -2.30 1.99 2.20
C -1.38 1.20 1.47
N -0.09 1.65 1.30
N -1.58 -0.01 0.91
Si -3.14 -0.82 0.73
C -4.04 -0.87 2.37
C -4.14 0.10 -0.53
C -2.80 -2.56 0.17
H 1.74 4.45 1.51
H 1.85 3.21 0.25
H 2.42 2.85 1.87
H -0.29 4.67 2.70
H -2.58 3.83 3.21
H -3.30 1.63 2.35
H -4.84 -0.13 2.42
H -3.37 -0.70 3.22
H -4.49 -1.86 2.51
H -4.52 1.04 -0.13
H -5.00 -0.50 -0.86
H -3.53 0.33 -1.41
H -1.90 -2.96 0.63
H -2.69 -2.62 -0.92
H -3.64 -3.20 0.45
Cl 2.12 4.01 -6.32
C 1.90 2.93 -4.98
C 2.86 1.94 -4.73
C 2.73 1.07 -3.68
Cl 3.92 -0.15 -3.42
C 1.62 1.15 -2.80
O 1.49 0.33 -1.82
C 0.67 2.15 -3.08
C -0.51 2.22 -2.28
O -0.77 1.51 -1.30
C 0.81 3.04 -4.17
H 3.72 1.86 -5.39
H -1.27 2.96 -2.57
H 0.06 3.79 -4.35
C -2.31 -2.54 -4.42
C -1.42 -1.39 -3.94
C -0.37 -1.83 -2.98
N -0.38 -1.58 -1.72
N 0.68 -2.09 -1.02
C 1.56 -2.68 -1.80
N 2.73 -3.15 -1.35
S 1.02 -2.76 -3.44
H -3.06 -2.18 -5.11
H -2.82 -3.01 -3.57
H -1.72 -3.31 -4.93
H -2.02 -0.63 -3.42
H -0.94 -0.91 -4.79
H 3.12 -2.64 -0.56
H 3.40 -3.49 -2.02
Te 3.20 0.05 0.48
C 3.51 0.04 2.56
C 2.73 0.57 3.56
C 3.29 0.41 4.86
C 4.48 -0.25 4.83
S 4.92 -0.66 3.23
H 1.80 1.09 3.36
H 2.83 0.77 5.77
H 5.13 -0.50 5.65
N 0.14 -1.10 3.08
C 0.30 -2.09 3.97
C 0.85 -3.15 3.30
C 0.99 -2.70 1.99
N 0.56 -1.45 1.85
H -0.27 -0.20 3.23
H 0.02 -1.95 5.01
H 1.12 -4.11 3.70
H 1.38 -3.23 1.14

=====

3.
Below is a molecular structure, C27H32Cl3N7O2S2Sr in a non-equilibrium geometry, with properties calculated with ωB97M-V with the def2-TZVPD basis set.

Computed properties:
E_HOMO (Eh): -0.46588
Total charge: +2
LUMO energy (eV): -4.8
F_max (Eh/bohr): 0.0453
Energy relative to the best compared isomer or geometry (same formula, charge and spin) (eV): 0.000

CARTESIAN COORDINATES (ANGSTROEM)
Sr -2.33 0.90 -0.61
C -3.78 -1.91 4.40
N -3.26 -0.73 3.70
C -2.83 0.41 4.51
C -3.18 -0.63 2.36
N -2.53 0.30 1.72
N -3.89 -1.64 1.69
C -3.92 -2.00 0.34
N -4.70 -3.09 0.14
N -3.28 -1.37 -0.59
H -4.87 -1.88 4.51
H -3.35 -1.94 5.39
H -3.48 -2.82 3.90
H -3.26 0.31 5.51
H -3.19 1.35 4.09
H -1.75 0.45 4.61
H -2.06 0.89 2.39
H -4.52 -2.15 2.27
H -5.18 -3.58 0.88
H -4.87 -3.41 -0.80
H -3.42 -1.87 -1.46
C -4.45 4.84 -1.98
S -2.98 4.08 -1.39
O -3.45 2.81 -0.63
C -2.27 3.46 -2.89
C -2.88 2.39 -3.56
C -2.32 1.95 -4.75
C -1.17 2.57 -5.25
C -0.58 3.62 -4.57
C -1.13 4.08 -3.37
H -5.02 4.11 -2.57
H -4.15 5.70 -2.60
H -5.01 5.18 -1.11
H -3.79 1.94 -3.19
H -2.78 1.14 -5.30
H -0.74 2.22 -6.18
H 0.31 4.09 -4.97
H -0.67 4.90 -2.83
Cl 4.58 3.55 3.88
C 4.38 2.16 2.87
C 3.39 1.24 3.16
C 3.26 0.14 2.33
C 4.07 -0.08 1.22
C 3.79 -1.27 0.35
C 3.31 -0.92 -1.05
N 2.17 0.03 -1.03
C 2.27 1.40 -1.02
C 1.01 1.87 -0.93
N 0.11 0.80 -0.86
C 0.87 -0.28 -0.92
O 4.93 -2.09 0.16
C 4.74 -3.48 0.48
C 3.67 -4.12 -0.35
C 3.82 -4.47 -1.66
Cl 5.24 -4.30 -2.60
S 2.39 -5.07 -2.37
C 1.54 -4.90 -0.90
C 2.33 -4.38 0.08
C 5.05 0.88 0.97
Cl 6.09 0.78 -0.43
C 5.22 1.99 1.78
H 2.76 1.38 4.02
H 2.49 -0.60 2.55
H 3.00 -1.82 0.87
H 3.01 -1.81 -1.58
H 4.10 -0.44 -1.61
H 3.23 1.89 -1.09
H 0.69 2.90 -0.90
H 0.53 -1.31 -0.91
H 4.50 -3.59 1.54
H 5.71 -3.94 0.31
H 0.51 -5.24 -0.83
H 2.00 -4.24 1.10
H 5.99 2.72 1.56